(1)
The following is a quantum chemistry calculation of 2 unconnected molecules or ions with the total composition C4H14N2O, from OMol25.

Element x y z (Å)
N: -2.35899 -0.86742 -1.10756
C: -0.99991 -1.15627 -0.65850
C: -0.37127 0.23032 -0.60175
N: 1.09818 0.12189 -0.50674
C: 1.77799 -1.07012 0.04036
C: 1.65403 1.35460 0.14443
H: -2.69935 -1.72637 -1.48669
H: -3.00236 -0.55775 -0.39660
H: -0.51730 -1.70482 -1.45058
H: -0.88946 -1.70000 0.29316
H: -0.64930 1.10959 0.07199
H: -0.63629 0.69513 -1.56772
H: 1.82607 -2.02562 -0.53654
H: 2.86231 -0.84910 0.19317
H: 1.24666 -1.52361 0.90711
H: 1.31653 2.16514 -0.49125
H: 2.71121 1.38595 -0.15201
H: 1.34518 1.53954 1.16903
H: -1.38961 2.32577 1.74429
H: -1.24728 0.66244 2.12011
O: -1.07703 1.59070 2.27229

Summary:
energy above the lowest of the compared OMol25 structures with the same formula, charge and spin = 70.5 kcal per mole
strongest force on any atom = 2.77 eV/Å
E_tot = -9400.551 eV
HOMO energy = -7.9 eV
SMILES = CN(C)CCN.O
gap between HOMO and LUMO = 8.60 eV

=====

(2)
The following is a quantum chemistry calculation of 2 unconnected molecules or ions with the total composition C5H12, from OMol25.

Element x y z (Å)
C: -2.37176 0.42695 -2.94540
C: -2.14362 1.25928 -1.70613
H: -3.18410 0.78110 -3.57078
H: -2.59432 -0.61726 -2.68687
H: -1.50624 0.30566 -3.60013
H: -2.82770 1.17668 -0.86440
H: -1.17785 1.08247 -1.21542
H: -2.05958 2.29696 -2.05834
C: 1.25043 -1.52019 1.76375
C: 1.74372 -0.17177 2.24622
C: 3.04694 0.02764 2.34302
H: 0.55189 -1.40657 0.93083
H: 2.08280 -2.12770 1.39498
H: 0.81799 -2.14918 2.54852
H: 0.98156 0.46786 2.66721
H: 3.61363 0.81248 2.84446
H: 3.77620 -0.64441 1.90846

Summary:
expectation value of S² = 0.750
charge = -1
energy above the lowest of the compared OMol25 structures with the same formula, charge and spin = 17.9 kcal per mole
strongest force on any atom = 1.57 eV/Å
E_tot = -5377.008 eV
HOMO energy (alpha / beta) = 1.5 / -6.3 eV
multiplicity = 2
gap between HOMO and LUMO (alpha / beta) = 2.56 / 10.36 eV

=====

(3)
The following is a quantum chemistry calculation of a molecular structure, C44H51IrN5OP2Se, from OMol25.

Element x y z (Å)
Ir: -0.05442 -0.25654 0.00043
N: 1.59779 -2.48323 -1.08491
P: 0.83442 -2.50362 0.45563
C: -0.14573 -3.99052 0.52807
C: 0.48454 -5.22057 0.30952
C: -0.26182 -6.38460 0.36164
C: -1.62457 -6.32653 0.64424
C: -2.24604 -5.10825 0.87233
C: -1.50801 -3.93388 0.81034
C: 2.18479 -2.70760 1.61349
C: 2.05386 -3.57068 2.70341
C: 3.13162 -3.76551 3.55558
C: 4.32527 -3.09436 3.33191
C: 4.44969 -2.21497 2.26013
C: 3.38048 -2.01439 1.40435
P: 1.32592 -1.03603 -1.88589
C: 1.07624 -1.42310 -3.64727
C: 0.51625 -0.38053 -4.46898
C: 0.37306 -0.56403 -5.80876
C: 0.82079 -1.77757 -6.38878
C: 1.37070 -2.82405 -5.58421
C: 1.51589 -2.64149 -4.24359
C: 2.89647 -0.20639 -2.17344
C: 2.95780 1.19381 -2.10091
C: 4.16742 1.83227 -2.30039
C: 5.31080 1.08417 -2.59102
C: 5.25112 -0.30547 -2.68027
C: 4.04695 -0.95437 -2.48917
H: 1.91098 -3.34287 -1.51851
H: 1.55333 -5.27798 0.12938
H: 0.21891 -7.34054 0.19870
H: -2.20188 -7.24092 0.68907
H: -3.30354 -5.07311 1.09886
H: -1.99341 -2.97818 0.97760
H: 1.13324 -4.11778 2.86535
H: 3.04578 -4.45904 4.38230
H: 5.16556 -3.25566 3.99516
H: 5.38839 -1.70507 2.08360
H: 3.49186 -1.35270 0.55102
H: 0.19381 0.54675 -4.01064
H: -0.06586 0.20442 -6.43098
H: 0.76229 -1.91066 -7.46306
H: 1.67729 -3.75265 -6.04858
H: 1.94293 -3.43839 -3.65065
H: 2.06563 1.76941 -1.88033
H: 4.22918 2.91060 -2.23538
H: 6.25416 1.58878 -2.75626
H: 6.14210 -0.87484 -2.90919
H: 4.00807 -2.03552 -2.55969
C: 2.96244 0.15964 4.64679
C: 1.88405 0.90573 5.42492
C: 0.52698 0.20400 5.40525
C: -0.18502 0.25390 4.04832
N: -0.34859 1.65554 3.60157
C: 0.32014 2.24169 2.57075
Se: 1.41027 1.41346 1.28031
N: 0.11108 3.58197 2.65679
C: 0.73831 4.64012 1.82850
C: 1.82623 5.37812 2.61568
C: 3.06503 4.53531 2.90907
C: 3.89223 4.22119 1.66133
C: -0.70898 3.83557 3.72867
C: -1.21131 5.04020 4.24896
C: -2.04998 4.97885 5.41477
C: -2.35999 3.78484 5.98433
C: -1.84970 2.55781 5.44072
C: -1.00900 2.62576 4.31354
H: 3.93413 0.63598 4.77779
H: 2.75689 0.12290 3.57382
H: 3.04740 -0.86569 5.00753
H: 1.78588 1.93230 5.04549
H: 2.19298 1.00935 6.46524
H: -0.12110 0.62794 6.17638
H: 0.64413 -0.85309 5.65374
H: -1.17064 -0.20992 4.09302
H: 0.39816 -0.24473 3.27832
H: -0.05636 5.31588 1.51247
H: 1.14959 4.15550 0.94722
H: 1.39957 5.76227 3.54760
H: 2.10649 6.25008 2.02050
H: 2.78279 3.60982 3.42865
H: 3.68197 5.08904 3.61593
H: 3.41473 3.47902 1.01806
H: 4.86886 3.82731 1.93930
H: 4.05960 5.12412 1.07002
H: -0.98169 5.99563 3.79064
H: -2.43488 5.89685 5.84032
H: -2.99836 3.75212 6.85771
H: -2.11846 1.61049 5.89173
N: -1.94790 0.57232 0.17590
C: -2.95387 1.15586 0.10080
N: -4.10216 1.72858 0.01345
C: -4.24931 3.20509 0.02012
C: -5.11337 3.57563 1.20850
O: -6.34638 2.90442 1.15639
C: -6.21210 1.49448 1.20844
C: -5.38832 0.97759 0.04392
H: -4.74725 3.49346 -0.90540
H: -3.26512 3.67018 0.05740
H: -5.32737 4.64262 1.19419
H: -4.58056 3.32563 2.14258
H: -7.21537 1.08112 1.15016
H: -5.75890 1.18942 2.16028
H: -5.89920 1.16035 -0.90081
H: -5.18489 -0.08634 0.14244

Summary:
expectation value of S² = 8.814
charge = +4
energy above the lowest of the compared OMol25 structures with the same formula, charge and spin = 14.3 kcal per mole
strongest force on any atom = 0.90 eV/Å
E_tot = -142677.215 eV
HOMO energy (alpha / beta) = -17.1 / -17.8 eV
multiplicity = 6
gap between HOMO and LUMO (alpha / beta) = 6.52 / 3.89 eV

=====

(4)
The following is a quantum chemistry calculation of 4 unconnected molecules or ions with the total composition C7H16BrO7, from OMol25.

Element x y z (Å)
Br: 20.69775 -1.46679 -35.19138
C: 22.68525 -0.63004 -31.73059
O: 23.02910 -1.43151 -32.82646
H: 22.35797 -1.21128 -30.86852
H: 23.44254 0.11424 -31.48434
H: 21.84969 -0.00450 -32.04467
H: 22.25087 -1.32686 -33.37873
C: 16.34367 -5.88137 -37.50343
O: 16.24437 -5.15196 -36.24777
C: 17.00706 -4.13828 -35.93387
O: 18.02126 -3.75572 -36.55895
O: 16.51706 -3.60247 -34.78060
C: 16.89469 -2.26515 -34.53209
H: 15.28993 -5.91038 -37.78070
H: 16.88630 -6.82553 -37.45654
H: 16.63948 -5.25403 -38.34430
H: 16.28399 -1.87514 -33.71781
H: 16.78980 -1.62873 -35.41075
H: 17.96091 -2.14376 -34.34091
C: 22.77843 -0.91512 -41.07850
O: 23.16224 0.04798 -40.06838
C: 22.77626 -0.14600 -38.80547
O: 21.96058 -0.96839 -38.38259
O: 23.29243 0.84722 -38.04325
C: 23.23207 0.60711 -36.62269
H: 22.71116 -0.30916 -41.98204
H: 21.82470 -1.38894 -40.84617
H: 23.41248 -1.78488 -41.25064
H: 22.21864 0.82009 -36.28257
H: 23.80104 1.40553 -36.14632
H: 23.52647 -0.37061 -36.24126

Summary:
expectation value of S² = 0.752
strongest force on any atom = 3.56 eV/Å
E_tot = -91890.575 eV
HOMO energy (alpha / beta) = -10.2 / -10.2 eV
multiplicity = 2
gap between HOMO and LUMO (alpha / beta) = 10.97 / 6.66 eV

=====

(5)
The following is a quantum chemistry calculation of H4SSi in the gas phase, from OMol25.

Element x y z (Å)
Si: -0.75665 0.19845 0.11550
S: 1.71572 0.52517 0.12354
H: -0.94440 -1.25539 0.31821
H: -1.17106 1.08087 1.18026
H: -0.73917 0.19005 -1.46855
H: 1.89556 -0.73914 -0.26895

Summary:
energy above the lowest of the compared OMol25 structures with the same formula, charge and spin = 28.4 kcal per mole
strongest force on any atom = 4.85 eV/Å
E_tot = -18776.541 eV
HOMO energy = -8.9 eV
SMILES = [SiH3]S
gap between HOMO and LUMO = 9.09 eV

=====

(6)
The following is a quantum chemistry calculation of 2 unconnected molecules or ions with the total composition C2H3N3O2, from OMol25.

Element x y z (Å)
C: -0.22182 -0.14404 0.32891
C: -0.86382 -2.86449 -1.98716
N: 0.71868 1.84128 1.28348
N: 0.66546 0.61241 1.02122
N: -0.47605 -0.08005 -0.91673
O: -1.30581 -2.61678 -3.00625
O: -0.42893 -3.03123 -0.93776
H: -0.52124 -1.11958 0.84253
H: 1.67940 2.10687 1.54614
H: -0.30888 0.71464 -1.46174

Summary:
energy above the lowest of the compared OMol25 structures with the same formula, charge and spin = 59.3 kcal per mole
strongest force on any atom = 4.16 eV/Å
E_tot = -10685.887 eV
HOMO energy = -9.4 eV
SMILES = [H]/N=C\N=N\[H].O=C=O
gap between HOMO and LUMO = 9.05 eV

=====

(7)
The following is a quantum chemistry calculation of 2 unconnected molecules or ions with the total composition C15H14N5O11, from OMol25.

Element x y z (Å)
C: -4.22083 0.37318 -2.82965
C: -2.82169 0.69936 -3.27233
O: -1.88789 0.36331 -2.20435
C: -0.73514 -0.18652 -2.65317
C: 0.05825 -0.83885 -1.55856
C: -0.56873 -2.08165 -1.11058
C: 0.10117 -2.82854 0.00632
O: -1.57476 -2.50380 -1.70404
C: 1.50994 -0.82077 -1.75696
O: 2.31718 -1.63682 -1.30744
O: 1.90994 0.16697 -2.58477
C: 3.26974 -0.01220 -3.03965
C: 3.46338 0.98996 -4.14311
O: -0.43793 -0.24254 -3.83610
H: -4.93728 0.88529 -3.47422
H: -4.39085 -0.70232 -2.94368
H: -4.39546 0.65305 -1.78818
H: -2.56131 0.10279 -4.15369
H: -2.68875 1.76809 -3.49661
H: 1.18793 -2.73379 -0.11999
H: -0.16035 -2.41410 0.98995
H: -0.21747 -3.87643 -0.03766
H: 3.97812 0.14260 -2.20940
H: 3.40334 -1.03024 -3.43659
H: 4.51855 1.05759 -4.41019
H: 2.91819 0.66969 -5.03658
H: 3.10123 1.97917 -3.85451
O: 1.09864 -0.62139 6.99981
N: 1.11334 0.15645 6.06543
C: 0.51428 0.22350 4.81608
C: 1.02695 1.35365 4.16618
N: 1.95734 1.99028 4.94601
O: 2.00897 1.24696 6.08723
C: 0.53382 1.71533 2.85558
N: 0.81166 3.03002 2.30733
O: 1.68753 3.77303 2.79390
O: 0.12675 3.37518 1.31737
C: -0.32228 0.80818 2.16462
C: -0.90067 -0.24380 2.90124
N: -2.09146 -0.96062 2.70139
O: -2.91715 -0.95496 1.80211
O: -2.32397 -1.71363 3.87164
N: -1.33791 -1.49575 4.81378
C: -0.49923 -0.58867 4.22290
H: -0.62512 0.96374 1.13311

Summary:
charge = -1
strongest force on any atom = 3.01 eV/Å
E_tot = -45744.070 eV
HOMO energy = -4.1 eV
gap between HOMO and LUMO = 3.95 eV